No. 1
A molecular structure, C29H53BGeN6S3W at a distorted geometry, computed with ωB97M-V/def2-TZVPD.

```
! RIJCOSX wB97M-V def2-TZVPD def2/J DEFGRID3
* xyz 4 1
H 0.34055 2.52940 -4.36305
H 1.14055 -5.96200 -2.91615
C -1.42115 -2.27280 4.46325
H -3.07855 1.82980 0.64355
C -1.25015 1.82080 4.95485
C 1.05355 2.16110 3.88925
C 0.00345 -2.75700 4.59325
H -5.98535 1.79360 -2.57035
H 0.24765 -6.79840 -1.67045
N -1.50505 0.33850 -2.88445
C 4.93545 1.84730 -1.48575
C -0.60575 -4.67730 -0.22095
C 0.32155 -5.85910 -2.21195
H 5.79725 2.16520 -0.90505
C -0.09645 2.74790 4.67685
C 1.08805 -1.50930 2.58565
H 2.37365 4.01010 -3.36165
H 0.09415 -3.73020 4.08875
C -4.06595 1.51690 0.29895
H -3.11835 3.72940 -1.15985
H 1.93445 -1.59870 -4.34415
C -2.03155 1.16530 -1.92555
W -0.06615 0.07000 -0.57905
N -3.37695 1.14400 -2.00845
N 0.61915 -3.44770 -2.00925
H -0.64605 -5.63640 0.28945
C 3.76795 2.79400 -1.21385
B -0.05035 0.00690 -3.35765
H -2.10955 -2.97780 4.92475
H 1.45515 1.29550 4.43075
C 1.39645 -2.05820 -3.53905
H 1.86755 -5.74500 0.12465
H 0.21085 -2.97040 5.65005
N 2.60265 2.33440 -2.03375
H -0.46795 -3.90800 0.54045
H 0.30665 3.13200 5.62535
C 4.13255 4.21860 -1.60225
H -4.80255 2.00150 0.93395
H 5.21725 1.87420 -2.53525
C -0.05985 -2.29160 -1.90855
H 4.11115 3.20470 0.86635
C 0.76985 1.75290 2.43725
H 1.86155 2.89920 3.86565
H 3.20835 1.72860 0.58855
H 3.30725 4.90630 -1.43145
H -4.16725 0.43950 0.43315
C 1.01315 2.29660 -3.56125
C -2.56835 -0.20160 -3.55435
H 2.19565 -4.09160 -3.32355
H -1.70845 -2.14180 3.41585
H -0.89325 0.92010 5.46525
S 2.25565 -0.13960 -0.79565
H -0.60445 -5.72150 -2.76595
H 2.10455 -1.20430 2.31375
C -4.11775 3.39550 -1.43185
C 1.94045 1.16540 -1.92655
H 2.06585 -3.99060 0.15765
H 4.70985 0.81950 -1.20575
H -1.56795 -4.54300 -0.71305
H -1.75115 1.49740 4.03705
S -1.05745 2.16770 -0.86255
C 0.54155 -4.71670 -1.22035
H -0.04195 -0.00330 -4.53785
H 4.46625 4.28170 -2.63375
H -1.49035 -0.05500 2.47925
H 2.71325 -4.94840 -1.18085
C 3.33655 2.75510 0.25095
H 2.05865 -2.26670 4.32795
S -1.35275 -1.86750 -0.79805
H 0.20575 2.55320 1.94375
C -3.71775 0.29790 -3.01845
C 2.03025 3.04270 -3.04785
C -4.33965 1.90780 -1.15705
N 0.94985 1.11410 -2.87305
H 1.03595 -0.88630 4.65675
N 0.40155 -1.40790 -2.85375
H -2.44475 -0.89750 -4.36065
C 1.52865 -3.30710 -3.02025
H -1.98075 2.30780 5.59625
C 1.08685 -1.82200 4.08385
H -4.83055 3.98060 -0.85745
H -6.45815 2.08240 -0.91645
H -5.95895 0.46820 -1.38055
H -4.73185 0.10830 -3.31655
H 4.96175 4.54770 -0.98075
C 1.88145 -4.84890 -0.49005
C -5.76345 1.52580 -1.54055
H -1.54555 -1.31370 4.97385
H -0.47575 3.65230 4.17585
H -4.28815 3.61710 -2.48345
H 2.41865 3.32630 0.39495
Ge -0.08815 0.00640 1.87455
H 1.75525 1.69870 1.97085
H 0.86025 -2.41940 2.02335
*
```

The energy relative to the best compared isomer or geometry (same formula, charge and spin) is 1.679 eV. The molecular weight comes out at 849.25 g/mol. Its total energy is -4827.33098 Eh. For the largest force on an atom, the calculation gives 3.16 eV/A. The value obtained for the HOMO energy (alpha / beta) is -19.72 / -19.72 eV. The calculation puts the frontier orbital gap (alpha / beta) at 0.188 / 0.188 Eh.

These are the Löwdin partial charges, in e, on atoms 1 to 4:
1 H 0.16
2 H 0.09
3 C -0.10
4 H 0.03

=====

No. 2
A molecular structure, C29H53BIrO2P2 at a distorted geometry, computed with ωB97M-V/def2-TZVPD.

```
! RIJCOSX wB97M-V def2-TZVPD def2/J DEFGRID3
* xyz 1 5
C 2.81852 0.07780 -0.65522
H 1.17180 2.00510 -2.98844
H -1.39374 -3.92290 -2.31115
H 1.70538 -1.37890 -2.41884
H -1.60850 -0.60764 -4.96377
C 1.99420 2.17554 -0.23837
P -1.03857 2.35197 -0.59141
H 3.47221 -0.76895 -2.52968
H 1.87982 -0.32754 4.92209
H -2.57291 -1.38253 0.36727
C -2.50642 2.48363 0.46945
H 3.34958 -1.95791 -1.17886
H -3.29645 1.76097 0.22579
C 0.22955 1.73127 4.31692
C -1.63440 -0.11279 -2.84343
H -0.39953 2.63238 4.32404
H -2.25397 -0.29167 3.06287
C -1.76224 0.43354 3.72519
C -1.85015 -2.49157 -3.82787
C -4.00059 -1.97873 -1.79901
H 3.37475 2.02602 2.89517
O 0.71877 -0.76929 1.79509
C 0.55468 -0.60806 3.25151
H -2.74745 1.37889 -1.63604
C -1.63954 -2.85054 -2.31241
C 0.48255 -3.57960 -0.15901
H 0.92271 -3.10313 0.72629
C 0.84997 -1.98536 -2.65026
H 2.08405 3.12933 2.37366
H -2.34537 1.36109 3.69324
H -1.05434 -1.74859 1.26047
H -1.26246 4.30856 -1.82130
H -4.49975 -0.04325 -0.94362
H 0.29821 -1.48152 -3.46352
H 1.21546 -2.96684 -2.99353
C -2.70439 -2.53613 -1.39914
H 2.33247 4.33792 -0.18785
H 4.89146 -0.90415 0.79758
H -2.71067 -3.13431 -0.48108
H -1.00233 -2.85523 -4.44295
C 4.25240 -0.26411 1.41993
H 4.65291 -0.76691 -1.25375
C -3.98835 -0.40220 -1.85060
H -0.21071 -1.69143 4.90840
H 2.49703 0.35635 3.40147
H -2.80172 3.41628 -1.91708
H 2.90092 1.87052 -2.64967
H -0.67181 0.45330 -3.00363
H -2.18070 2.34127 1.49800
O -0.34244 1.23752 1.98475
H -0.31688 -4.27593 0.11859
H -1.01519 -2.12046 3.37226
H 1.43053 3.76572 -1.58870
C 3.02238 2.64157 2.05706
Ir -0.88646 -0.05325 -0.99652
H -4.60989 -0.07144 -2.69802
C -1.46993 -1.27035 0.35362
H 1.98423 0.46569 -3.20874
H 3.77222 3.44168 1.89804
H 1.23997 -4.08508 -0.77241
H -1.81684 0.05002 4.75399
C -1.70215 3.31747 -2.00685
C -0.06026 -1.86637 3.83748
H 1.26306 2.02877 4.08842
C 1.93748 1.35131 -2.58084
H -2.73660 -3.07514 -4.13925
C 1.93783 -0.47675 3.84158
P -0.21515 -2.33898 -1.23506
H 3.76697 -0.94128 2.13275
C -2.10531 -0.97766 -4.04551
H 0.67073 3.79654 0.04105
H -3.19659 -0.82329 -4.20881
H 2.50189 -1.40098 3.68675
H 4.89525 0.43576 1.97605
H 0.20592 1.26630 5.31804
C 1.60219 3.57963 -0.51966
H -2.85834 3.50222 0.29293
C 2.75934 1.79061 0.86276
H -4.71199 -2.28760 -1.00618
C -2.60836 0.31400 -1.92401
H -4.41336 -2.40320 -2.75558
H 0.63556 -2.70520 3.72415
H -1.38399 2.97622 -3.00771
C 3.57790 -0.91552 -1.44779
C -0.32056 0.71902 3.33157
B -0.02828 0.18118 1.07259
C 1.83031 1.03183 -1.13735
C 3.25251 0.47547 0.61164
*
```

Its expectation value of S² is 6.045. The energy relative to the best compared isomer or geometry (same formula, charge and spin) is 4.641 eV. The molecular weight comes out at 698.72 g/mol. Its total energy is -2098.64279 Eh. For the largest force on an atom, the calculation gives 8.04 eV/A. The value obtained for the HOMO energy (alpha / beta) is -8.79 / -9.58 eV. The calculation puts the frontier orbital gap (alpha / beta) at 0.231 / 0.186 Eh.

These are the Löwdin partial charges, in e, on atoms 1 to 4:
1 C -0.21
2 H 0.06
3 H 0.12
4 H -0.03

=====

No. 3
6 unconnected molecules or ions with the total composition C29H53ClF7NO15S2 at a distorted geometry, computed with ωB97M-V/def2-TZVPD.

```
! RIJCOSX wB97M-V def2-TZVPD def2/J DEFGRID3
* xyz 0 1
C 3.07465 2.35944 -2.40469
H -8.29075 2.10755 3.79866
C 3.77593 -6.45082 -5.95845
C 1.41500 -3.11016 3.35628
H -0.44210 -6.16308 -3.95504
O 3.33269 2.09723 -3.77886
H 1.28435 1.33008 -2.76558
C 2.98483 0.85538 0.21944
C 2.99851 5.50378 0.99859
H -3.58940 -0.53606 4.61039
S -1.64982 -0.79677 -0.18742
H 0.52314 -5.40240 -5.23833
O 2.86204 -6.71529 -4.89525
H 0.89962 5.46111 1.50728
H 0.71761 -1.27986 2.48242
C -4.59695 -1.78000 1.36707
H 2.85131 -3.08505 1.35365
C 1.23864 -0.83295 -0.84182
H 0.35705 -3.16469 3.63518
O -8.11628 3.47184 6.10493
O 1.01746 4.72357 -2.65275
C 1.91390 1.49971 -1.88533
C -3.63165 0.53738 6.22992
C -7.30820 3.64868 4.94379
C -7.28104 2.38570 4.10384
O 3.20133 4.10327 1.16914
H -1.26809 6.08053 -2.21448
F -5.17806 -0.79218 2.00874
H 3.21050 -7.45753 -4.38902
C 0.10597 -2.46109 -2.54195
H 2.11698 -4.11167 -0.98038
H -0.15966 6.35300 -0.87925
H -4.00163 2.32059 5.07606
F -2.47688 -3.27509 0.16487
H -2.43895 1.58252 4.76212
H 1.11586 -5.26492 -3.60796
C 2.48931 1.04626 1.42929
H 1.99220 -3.14302 4.28257
H 1.46435 -0.94217 -3.06686
C -0.34590 6.59133 -1.92791
S -0.18466 1.69853 -0.50859
H -2.69493 2.48988 6.26567
O 0.25121 -2.87869 -3.85041
H 3.15317 0.94998 2.28539
C -2.02322 -2.26799 0.87028
F -4.64790 -1.56595 0.08482
F -0.99038 -2.74303 1.57592
H -6.87687 1.54799 4.67840
C 2.53420 -3.10170 -1.02811
C 2.35481 0.24869 -1.04457
C 1.81125 5.98078 1.81364
C 3.92582 -7.66276 -6.85859
H -4.36885 0.76270 7.00030
H -2.79091 0.01544 6.70015
H 1.73590 6.62476 -2.48799
F -5.32707 -2.85045 1.61781
O -1.08143 1.82861 -1.59343
N 4.38251 2.92278 -4.26526
H 1.61780 -4.01676 2.77755
C 0.19744 -5.31868 -4.19370
H 4.74288 -6.16498 -5.53202
H -6.29546 3.92510 5.25782
C 0.70730 -1.11751 -2.29611
H 0.62725 6.35991 -3.84388
O -0.48018 -3.15054 -1.78677
H 0.27378 -0.08273 0.96300
Cl 3.79276 -0.41570 -1.94884
H 0.77972 -2.71696 0.05146
H -6.66910 2.52415 3.21057
C -0.55759 -3.99899 -4.12982
H 2.95959 -7.94876 -7.27620
H 0.20505 4.28284 -2.93063
O -2.23406 -0.96883 -1.47534
H 3.38459 -5.60354 -6.52063
C 1.68752 -2.12882 -0.12895
H 3.96109 2.33624 -1.76502
H 1.65844 7.05490 1.69243
O 5.38717 2.35402 -4.18255
H 1.46355 1.33306 1.66358
H 3.91019 6.00711 1.31904
H 3.55989 -3.17719 -0.65905
H 3.35095 -1.47043 1.21044
F -3.19698 -3.14285 2.62325
F -2.78415 -1.09031 2.83527
H 2.32957 -1.20132 3.17536
C 0.03683 -0.11579 -0.10804
H -7.73931 2.74643 6.61455
C 2.44220 -2.07710 1.21274
H 4.29855 -8.52023 -6.29289
H 4.61684 -7.45914 -7.67812
H 1.96444 5.76461 2.87193
C 0.81337 6.12966 -2.79033
H -7.72978 4.47785 4.37692
H 2.84405 5.71276 -0.06609
H 2.60458 -2.78806 -2.07162
O 1.20202 2.36398 -0.96704
C 1.67506 -1.80272 2.53343
H 2.39737 3.65643 0.87539
O -2.45569 0.21917 0.44098
H 3.98522 1.26548 0.08720
H 2.68457 3.40083 -2.35375
O -1.69026 -3.94285 -4.35435
C -3.15166 -1.99010 1.94132
C -3.16151 1.81018 5.54988
O -4.24599 -0.33142 5.28493
H -0.49947 7.66754 -2.02238
O -0.55263 2.41082 0.64786
H -0.04837 -0.35449 -2.53114
*
```

As for the SMILES: C=C[C@]1(Cl)[C@H](CON=O)OS(=O)(=O)[C@@H](S(=O)(=O)C(F)(F)C(F)(F)C(F)(F)F)[C@]1(CC(=O)OC(C)=O)[C@@H](C)CCC.CCO.CCO.CCO.CCO.CCO. The molecular weight comes out at 888.31 g/mol. Its total energy is -4275.44669 Eh. For the largest force on an atom, the calculation gives 4.65 eV/A. The value obtained for the HOMO energy is -9.91 eV. The calculation puts the frontier orbital gap at 0.340 Eh.

These are the Löwdin partial charges, in e, on atoms 1 to 4:
1 C -0.20
2 H 0.08
3 C -0.31
4 C -0.09

=====

No. 4
A molecular structure, C29H53F16NNbO3Si at a distorted geometry, computed with ωB97M-V/def2-TZVPD.

```
! RIJCOSX wB97M-V def2-TZVPD def2/J DEFGRID3
* xyz -1 1
H -6.89905 2.35170 -1.52005
F 8.54137 5.11818 -3.11357
H -5.90404 2.16736 0.82721
H -6.25580 3.77874 -0.97057
H 0.90597 -0.96466 2.57189
H 0.42755 -2.17167 -3.82838
H -4.82211 0.08101 0.26928
H -0.36529 -2.64607 -0.44717
C 9.81630 5.10899 -1.12421
F 7.56389 7.60595 -2.81650
H 3.64265 -1.21106 0.09517
H 4.17378 -2.06142 -1.40203
F -4.07010 1.71216 8.37113
F -4.14939 -0.93734 8.62398
F -5.22999 -0.79638 4.59092
H 0.45534 0.74866 -3.05218
H -3.23361 0.47954 -1.19827
H -6.22884 0.20247 -0.85765
F 10.06012 6.66806 -2.82544
F -4.28476 -1.07117 2.64686
H -4.91457 -4.51412 -0.00967
H -4.38272 2.47172 -0.06599
H 10.81624 4.96198 -1.52980
H -2.38592 1.68164 6.12336
H -3.66363 2.83072 6.43695
C -3.60355 0.78532 3.91878
H 9.93642 5.67580 -0.20030
C -4.74915 -0.14677 3.50877
H 1.50571 1.10986 -0.47288
H 2.46963 -1.99526 -1.00126
C -4.35125 -5.06055 -0.76764
C 2.46465 1.44408 -0.87827
F 8.01116 4.61838 0.73050
F -2.56013 0.06805 4.37320
C -0.46935 -3.20300 0.48332
C -4.19572 0.55801 -1.71139
Nb -2.19542 -1.16829 -3.41841
F 6.18834 2.66402 0.28081
F -3.43994 -1.23262 6.58123
H -2.42173 -0.20225 7.95202
H -0.28790 -0.79513 1.24642
C 9.08938 5.93624 -2.19688
H -4.68398 -1.50116 -2.04431
H 3.12681 1.58030 -0.01697
H 2.00203 -3.11481 2.70828
C -2.49830 -3.37783 -3.81933
H 5.64468 0.29218 -1.93669
C -3.44669 -0.37375 7.61260
H -1.52236 -3.88101 -3.77775
O -4.01488 1.72790 4.82907
C -1.87031 -4.73137 -1.02700
H 1.56414 -4.49161 1.67028
C -4.28224 -0.67841 -2.64815
H -4.49008 -3.91930 -3.16194
F 7.02547 6.36688 -1.10132
C 0.04041 -1.14928 -3.93778
H -2.65691 -0.66339 -5.15311
H 5.04387 0.46875 -3.62119
C -5.39885 2.07362 -0.14494
C -3.46976 1.80368 6.13037
H -1.65137 -1.46051 -1.68342
H -3.36010 -3.18965 -0.99750
H 0.74160 -4.26140 3.20419
C 0.81777 -0.27696 -2.97648
H 7.41793 1.94060 -1.12206
O 2.25493 -0.26428 -3.26767
H -5.07970 -5.36276 -1.52594
F -5.41708 0.73721 6.94694
H 8.50963 7.70006 -1.06554
F -3.20126 1.45476 2.82461
H 2.29186 2.39627 -1.38189
H -5.56351 0.40738 3.03792
H -0.80448 -1.45661 2.79939
H -1.87045 0.62930 -3.11659
H -1.07818 -5.22391 0.94630
H -3.37627 -5.27317 -3.25291
C 4.88362 0.74384 -2.57970
C 1.17819 -3.73066 2.34570
H 4.90475 1.82677 -2.44685
H -4.14556 1.49239 -2.26730
C 7.13587 2.88561 -0.65484
O 9.34971 3.79638 -0.87981
C -4.11827 0.95182 7.23357
C 3.40479 -1.43265 -0.94598
F 8.83905 2.61989 0.89762
C 8.35357 3.52927 0.02103
C -1.45839 -4.34208 0.41407
Si 3.20647 0.12655 -1.98341
C -5.24903 0.60936 -0.58869
H -1.91072 -5.82504 -1.07313
N -6.05610 2.82194 -1.22091
C -3.24764 -4.18647 -1.43141
F 6.62860 3.71141 -1.58696
H -1.09574 -4.40833 -1.72476
H -2.82119 -3.45307 -4.86760
C 8.05087 6.96387 -1.73133
C 0.02908 -1.41416 2.09298
C 0.22716 -2.82233 1.59005
H 0.20514 -0.81256 -4.96534
H 0.63809 -0.64992 -1.96217
H -2.33057 -3.94092 0.94076
H -3.95227 -5.98312 -0.34183
C -3.45799 -4.21777 -2.94678
H -4.94032 -0.43861 -3.48978
*
```

The molecular weight comes out at 888.71 g/mol. Its total energy is -3361.37127 Eh. For the largest force on an atom, the calculation gives 2.57 eV/A. The value obtained for the HOMO energy is -4.42 eV. The calculation puts the frontier orbital gap at 0.227 Eh.

These are the Löwdin partial charges, in e, on atoms 1 to 4:
1 H 0.06
2 F 0.14
3 H 0.09
4 H 0.05

=====

Among the records above, which one has the highest molecular weight? C29H53F16NNbO3Si